(1)
Density functional theory data (ωB97M-V/def2-TZVPD) for a molecular structure, C32H16N8Pb in a non-equilibrium geometry.

Values from the calculation:
**LUMO**: -8.3 eV
**Electronic energy**: -50599.5779 eV
**Charge**: +2
**HOMO energy**: -14.7 eV

```
57
Properties=species:S:1:pos:R:3:forces:R:3:lowdin_charge:R:1
Pb -1.134 0.090 -0.454 -0.942 0.584 -0.333 1.42
C 1.776 1.033 -6.092 -0.018 -0.052 -0.002 -0.02
C 1.278 -0.214 -6.436 0.004 -0.008 -0.022 -0.02
C 0.815 -1.113 -5.473 -0.081 0.035 0.311 0.04
C 0.840 -0.701 -4.155 0.306 0.668 -0.533 -0.08
C 0.369 -1.294 -2.909 0.176 0.039 0.535 -0.25
N 0.647 -0.452 -1.877 0.097 -0.204 0.520 -0.01
C 1.331 0.628 -2.359 0.094 -0.429 0.364 -0.26
N 1.945 1.477 -1.596 0.436 0.613 -0.519 0.26
C 1.839 1.625 -0.306 -0.318 -0.092 0.153 -0.23
C 2.919 2.014 0.590 0.309 0.168 0.791 -0.08
C 4.226 2.406 0.378 -0.423 -0.153 -0.076 0.04
C 4.991 2.705 1.507 0.025 -0.010 0.100 -0.02
C 4.463 2.615 2.786 0.081 -0.012 -0.059 -0.02
C 3.142 2.220 3.005 -0.332 -0.132 -0.246 0.04
C 2.382 1.922 1.892 0.782 0.250 -0.340 -0.09
C 1.004 1.483 1.715 -0.135 -0.059 -0.310 -0.23
N 0.181 1.179 2.678 -0.064 0.529 0.729 0.26
C -0.751 0.278 2.682 0.347 -0.369 -0.251 -0.26
N -0.850 -0.700 1.736 0.443 -0.147 -0.337 -0.01
C -1.734 -1.642 2.165 0.506 0.109 -0.246 -0.25
N -1.929 -2.771 1.548 -0.621 -0.519 0.476 0.25
C -1.531 -3.126 0.358 0.103 0.241 -0.205 -0.23
N -1.310 -2.285 -0.688 0.158 0.202 0.082 0.02
C -0.685 -2.989 -1.670 -0.077 0.205 0.210 -0.23
N -0.144 -2.480 -2.744 -0.079 -0.405 -0.807 0.25
C -0.674 -4.407 -1.333 -0.152 -0.676 0.599 -0.09
C -0.237 -5.533 -2.003 -0.027 0.423 0.052 0.04
C -0.358 -6.758 -1.346 -0.016 -0.044 0.102 -0.02
C -0.892 -6.845 -0.071 0.061 -0.022 -0.083 -0.02
C -1.330 -5.710 0.614 0.005 0.423 -0.048 0.04
C -1.217 -4.495 -0.033 0.350 -0.600 -0.588 -0.09
C -2.300 -1.223 3.443 -0.172 0.592 0.648 -0.08
C -3.222 -1.785 4.302 0.148 0.070 -0.264 0.04
C -3.607 -1.031 5.412 -0.021 0.002 0.031 -0.02
C -3.068 0.220 5.668 -0.012 -0.050 -0.011 -0.02
C -2.075 0.758 4.850 0.145 -0.173 -0.224 0.04
C -1.707 0.025 3.742 -0.744 -0.370 0.349 -0.09
N 0.697 1.416 0.396 -0.062 -0.160 -0.048 0.03
C 1.406 0.547 -3.805 -0.269 -0.287 -0.787 -0.09
C 1.880 1.423 -4.757 -0.037 -0.201 0.245 0.04
H 2.087 1.713 -6.868 0.095 0.030 -0.085 0.12
H 1.241 -0.497 -7.476 -0.003 -0.024 -0.109 0.12
H 0.443 -2.084 -5.752 -0.102 -0.115 -0.040 0.13
H 4.633 2.485 -0.619 0.056 0.007 -0.065 0.13
H 6.019 3.010 1.377 0.063 0.042 0.021 0.12
H 5.087 2.851 3.635 0.059 0.043 0.039 0.12
H 2.728 2.158 4.000 -0.009 -0.001 0.089 0.13
H 0.186 -5.469 -2.994 0.023 0.013 -0.108 0.13
H -0.021 -7.659 -1.837 0.007 -0.061 -0.062 0.12
H -0.960 -7.810 0.405 -0.032 -0.079 0.048 0.12
H -1.738 -5.782 1.610 -0.066 0.002 0.110 0.13
H -3.640 -2.762 4.120 -0.091 -0.104 -0.054 0.13
H -4.351 -1.431 6.083 -0.074 -0.037 0.072 0.12
H -3.421 0.787 6.515 0.008 0.006 0.122 0.12
H -1.619 1.710 5.065 0.041 0.146 0.044 0.13
H 2.306 2.373 -4.478 0.052 0.152 0.018 0.13
```
Forces are in eV/Å.

---

(2)
Density functional theory data (ωB97M-V/def2-TZVPD) for a molecular structure, C32H19BrF15N4O4Sn in a non-equilibrium geometry.

Values from the calculation:
**LUMO**: 2.2 eV
**Electronic energy**: -164278.8934 eV
**Charge**: -1
**Energy relative to the best compared isomer or geometry (same formula, charge and spin)**: 0.0 kJ/mol
**HOMO energy**: -5.7 eV

```
76
Properties=species:S:1:pos:R:3:forces:R:3:lowdin_charge:R:1
Sn 0.789 0.036 0.262 -0.714 -0.204 0.391 1.49
C 0.788 -0.469 3.924 0.017 -0.396 -0.300 -0.06
N 0.550 -1.040 2.591 -0.149 -0.003 -0.444 -0.25
C 1.605 -2.011 2.292 0.218 -0.237 0.180 -0.20
C 1.304 -2.894 1.088 0.542 -0.240 0.944 -0.24
N 0.761 -2.124 -0.026 0.086 -0.830 -0.633 -0.07
C 0.633 -2.887 -1.181 0.494 -0.419 0.198 -0.15
C 0.011 -2.421 -2.330 -0.533 0.510 -0.566 -0.15
F -0.332 -1.124 -2.301 -0.736 0.210 -0.347 0.08
C -0.310 -3.138 -3.478 -0.239 -0.291 -0.337 -0.14
F -0.986 -2.580 -4.491 0.057 0.397 0.239 0.11
C 0.025 -4.474 -3.586 0.439 -0.506 0.139 -0.13
F -0.261 -5.289 -4.645 0.054 1.111 0.772 0.09
C 0.759 -4.985 -2.531 -0.257 0.451 -0.042 -0.14
F 1.149 -6.260 -2.651 0.244 0.081 0.508 0.11
C 1.076 -4.214 -1.403 0.139 -1.133 0.053 -0.10
F 1.833 -4.896 -0.507 -0.133 0.064 -0.153 0.06
C -0.796 -1.625 2.486 -0.024 0.450 0.507 -0.17
C -1.788 -0.564 1.994 1.976 0.399 0.334 -0.20
N -1.410 -0.053 0.669 -0.624 -1.021 -0.822 -0.06
C -2.348 -0.518 -0.274 0.632 0.275 -0.744 -0.15
C -3.038 -1.748 -0.130 0.277 0.632 -0.085 -0.17
F -2.590 -2.684 0.713 -0.072 -0.376 0.398 0.09
C -4.150 -2.095 -0.840 -0.445 -0.065 -0.952 -0.16
F -4.780 -3.233 -0.565 -0.227 -0.467 0.178 0.12
C -4.531 -1.375 -1.965 -0.322 -0.815 0.150 -0.13
F -5.570 -1.801 -2.738 0.853 0.487 0.579 0.09
C -3.735 -0.314 -2.299 -0.015 0.658 -0.456 -0.14
F -4.025 0.324 -3.448 0.224 0.199 0.280 0.11
C -2.699 0.149 -1.476 -0.535 -0.302 0.138 -0.13
F -2.104 1.273 -1.906 0.078 -0.269 0.446 0.11
H 0.656 -1.256 4.693 -0.058 0.202 -0.233 0.10
H 1.817 -0.130 3.974 -0.103 0.284 0.075 0.08
H 0.086 0.335 4.103 0.024 0.257 0.137 0.08
H 2.518 -1.441 2.080 -0.120 -0.224 0.110 0.10
H 1.806 -2.642 3.184 -0.091 0.042 -0.375 0.14
H 2.288 -3.364 0.925 -0.442 0.253 -0.432 0.13
H 0.610 -3.724 1.368 0.360 0.493 -0.203 0.13
H -0.762 -2.426 1.771 -0.121 -0.084 -0.036 0.08
H -1.055 -2.040 3.465 -0.318 -0.042 0.062 0.13
H -2.769 -0.964 1.978 -0.881 -0.201 0.214 0.10
H -1.784 0.277 2.690 -0.034 0.010 0.181 0.09
O 4.235 -1.736 -2.137 -0.938 0.656 0.367 0.01
C 3.393 -1.090 -1.503 -0.302 0.302 -1.487 -0.60
O 3.193 -0.973 -0.278 -0.353 0.489 0.404 -0.06
C 2.365 -0.149 -2.397 0.559 -0.425 0.594 -0.11
C 2.513 0.050 -3.757 0.495 -0.413 -0.228 -0.01
C 1.846 1.058 -4.433 -0.398 0.671 0.972 -0.04
C 1.008 1.901 -3.709 -0.045 -0.390 0.017 0.00
C 0.755 1.545 -2.374 -0.211 0.963 -1.132 -0.11
N 1.413 0.567 -1.750 0.314 -0.160 -0.411 -0.02
H 3.203 -0.560 -4.318 0.259 -0.217 0.264 0.12
H 2.024 1.249 -5.472 0.104 -0.097 -0.396 0.10
H 0.555 2.787 -4.195 0.097 -0.756 0.689 0.13
H 0.033 2.106 -1.790 0.368 -0.247 -0.354 0.07
F 1.448 2.131 2.238 0.266 -0.338 -0.218 0.03
C 2.196 1.328 1.409 0.776 0.948 0.367 -0.36
F 3.071 0.701 2.279 -0.229 0.108 -0.710 0.02
C 3.105 2.333 0.537 -0.853 0.209 0.866 -0.56
F 4.274 1.794 0.245 0.279 -0.033 0.166 0.18
F 2.522 2.692 -0.599 -0.097 -0.031 -0.273 0.16
F 3.291 3.500 1.212 0.292 -0.772 0.034 0.13
Br -1.352 7.847 2.616 -0.153 -0.649 0.223 0.66
C -1.358 5.916 2.623 0.037 -0.415 -0.394 -0.65
C -1.630 5.158 3.751 0.104 0.103 0.408 -0.13
C -1.529 3.766 3.668 -0.474 -0.199 0.030 -0.07
C -1.236 3.119 2.468 0.597 0.196 -0.125 -0.02
C -0.934 3.880 1.348 -0.324 1.176 0.698 -0.11
C -1.037 5.268 1.436 -0.109 0.519 -0.161 -0.07
C -0.432 3.325 0.041 -0.776 0.133 1.333 -0.60
O -0.436 4.082 -0.909 0.377 -0.085 -1.261 0.06
O -0.098 2.106 0.128 0.559 -0.647 -0.238 -0.19
H -1.907 5.617 4.704 0.193 -0.072 -0.368 0.10
H -1.720 3.191 4.574 0.004 0.057 -0.235 0.10
H -1.121 2.048 2.333 -0.159 0.195 0.411 0.08
H -0.889 5.850 0.533 0.217 -0.115 0.095 0.11
```
Forces are in eV/Å.

---

(3)
Density functional theory data (ωB97M-V/def2-TZVPD) for a molecular structure, C32H19MoN8O4S2 in a non-equilibrium geometry.

Values from the calculation:
**LUMO**: 2.0 eV
**Electronic energy**: -77132.5492 eV
**Charge**: -1
**Energy relative to the best compared isomer or geometry (same formula, charge and spin)**: 0.0 kJ/mol
**HOMO energy**: -4.3 eV

```
66
Properties=species:S:1:pos:R:3:forces:R:3:lowdin_charge:R:1
Mo 0.504 -0.191 0.546 -0.324 -0.137 -1.043 1.39
O 3.900 2.184 1.292 0.059 0.001 0.040 0.04
C 2.817 1.705 0.981 -0.181 0.208 -0.216 -0.51
N 2.139 0.691 1.551 0.352 0.199 0.459 -0.08
C 2.402 0.324 2.895 -0.006 0.090 -0.345 -0.19
C 3.351 0.895 3.735 0.078 -0.021 0.126 -0.02
C 3.404 0.510 5.073 -0.008 0.010 -0.061 -0.11
C 2.527 -0.439 5.567 -0.036 -0.028 -0.030 -0.11
C 1.584 -1.027 4.729 0.027 0.033 0.100 -0.02
C 1.529 -0.651 3.393 -0.185 -0.149 -0.158 -0.20
N 0.699 -1.209 2.405 0.213 0.082 0.460 -0.03
C 0.046 -2.359 2.610 0.102 -0.154 -0.101 -0.48
O -0.226 -2.937 3.662 -0.052 0.005 0.011 0.03
C -0.170 -3.049 1.300 0.019 0.089 0.083 -0.19
C -0.664 -4.341 1.254 -0.013 -0.050 -0.031 0.00
C -0.661 -5.009 0.047 -0.012 -0.028 0.037 -0.06
C -0.141 -4.361 -1.064 0.016 0.019 -0.064 -0.05
C 0.305 -3.061 -0.944 0.003 0.025 0.052 -0.17
N 0.285 -2.398 0.221 -0.201 -0.170 0.082 -0.06
C 2.014 2.396 -0.101 0.187 -0.251 0.331 -0.21
C 2.482 3.553 -0.686 -0.060 0.120 -0.100 0.01
C 1.630 4.260 -1.520 0.151 0.021 0.026 -0.05
C 0.340 3.797 -1.698 -0.115 -0.127 0.049 -0.04
C -0.039 2.610 -1.087 0.034 0.140 -0.108 -0.15
N 0.797 1.903 -0.330 -0.097 0.078 -0.024 -0.04
H 4.040 1.625 3.348 -0.003 0.002 -0.005 0.09
H 4.141 0.964 5.724 0.005 -0.002 -0.009 0.09
H 2.571 -0.733 6.609 -0.008 0.003 -0.003 0.09
H 0.894 -1.768 5.096 0.017 0.008 0.005 0.09
H -1.008 -4.778 2.182 0.002 0.003 -0.005 0.12
H -1.035 -6.023 -0.028 0.005 0.008 -0.002 0.10
H -0.083 -4.846 -2.029 -0.006 -0.006 0.009 0.11
H 0.708 -2.533 -1.792 -0.004 0.014 -0.006 0.05
H 3.489 3.867 -0.449 -0.010 0.005 -0.012 0.12
H 1.964 5.166 -2.010 -0.005 -0.003 0.009 0.11
H -0.375 4.324 -2.316 0.011 0.008 0.002 0.10
H -1.023 2.193 -1.236 -0.004 -0.015 -0.001 0.07
O -0.429 1.291 1.912 0.143 0.023 0.011 -0.19
N -1.683 1.408 1.801 -0.019 0.000 -0.001 0.03
N -2.231 0.400 1.261 -0.291 -0.026 0.024 -0.19
O -1.532 -0.693 0.997 0.060 -0.008 -0.124 -0.32
C -3.649 0.371 1.043 0.368 -0.039 0.057 -0.16
C -4.229 -0.847 0.740 -0.089 -0.054 -0.058 0.00
C -5.599 -0.896 0.523 0.019 -0.011 0.001 -0.08
C -6.368 0.255 0.608 0.018 0.003 0.004 -0.10
C -5.761 1.469 0.907 0.030 -0.012 -0.003 -0.09
C -4.394 1.536 1.123 -0.090 0.103 0.034 -0.02
H -3.606 -1.726 0.667 -0.007 0.002 0.005 0.12
H -6.063 -1.843 0.283 -0.001 0.004 0.002 0.10
H -7.435 0.211 0.434 0.006 -0.002 0.001 0.10
H -6.353 2.373 0.965 0.001 -0.003 0.001 0.10
H -3.908 2.474 1.348 -0.005 -0.011 0.000 0.11
S -0.834 -0.299 -1.603 0.122 -0.023 0.116 0.70
C 0.307 -0.076 -2.899 0.033 0.023 -0.070 -0.65
C -0.147 0.190 -4.195 -0.074 -0.012 0.138 -0.06
C 0.731 0.396 -5.245 -0.089 0.032 -0.234 -0.20
C 0.209 0.675 -6.559 0.174 -0.032 0.168 -0.19
N -0.208 0.897 -7.607 -0.044 0.000 0.013 0.15
C 2.114 0.331 -5.010 0.124 0.044 -0.183 -0.20
C 2.573 0.049 -3.735 0.011 -0.025 0.108 -0.06
C 1.695 -0.166 -2.667 0.040 0.060 -0.065 -0.65
S 2.346 -0.589 -1.106 -0.238 -0.041 0.350 0.71
C 3.061 0.562 -6.071 -0.163 -0.006 0.133 -0.19
N 3.826 0.753 -6.907 0.010 -0.017 0.003 0.15
H -1.213 0.243 -4.379 0.007 0.002 0.007 0.11
H 3.640 0.000 -3.555 -0.008 -0.008 0.008 0.11
```
Forces are in eV/Å.

---

The highest LUMO belongs to which entry?
C32H19BrF15N4O4Sn